(1)
The following is a DFT calculation (ωB97M-V/def2-TZVPD) of 2 unconnected molecules or ions with the total composition CH8NO.

Results
**Energy**: -172.6222 hartree
**Charge**: +1
**E_LUMO**: -0.1530 Eh
**2S+1**: 1
**Kohn-Sham gap**: 10.634 eV

Positions of all 11 atoms, in Å:
C 0.000 0.000 0.000
N -1.424 0.246 0.043
H 0.260 -0.506 0.945
H 0.608 0.916 -0.087
H 0.252 -0.670 -0.839
H -1.823 0.306 -0.916
H -1.580 1.158 0.518
H -1.942 -0.488 0.567
O -3.967 1.677 3.200
H -4.532 1.633 2.395
H -4.312 2.448 3.704

(2)
The following is a DFT calculation (ωB97M-V/def2-TZVPD) of 6 unconnected molecules or ions with the total composition CH13NO6.

Results
**Energy**: -552.0679 hartree
**Charge**: 0
**E_LUMO**: 0.0143 Eh
**2S+1**: 1
**SMILES**: NC=O.O.O.O.O.O
**Kohn-Sham gap**: 10.673 eV

Positions of all 21 atoms, in Å:
N -1.733 -1.006 -0.415
C -1.782 -0.510 -1.744
O -1.143 -0.962 -2.592
H -2.098 -0.498 0.420
H -1.049 -1.694 -0.298
H -2.402 0.305 -1.918
O 2.212 -1.254 -1.573
H 1.605 -1.945 -1.849
H 2.214 -0.813 -2.459
O -2.238 -0.039 2.767
H -1.551 0.647 2.716
H -2.323 -0.230 3.769
O 0.978 1.355 -3.646
H 1.525 2.018 -3.144
H 0.130 1.316 -3.239
O 1.493 -0.335 0.837
H 1.176 -0.485 -0.116
H 2.202 0.281 0.742
O 0.543 1.420 3.894
H 0.898 0.747 3.270
H 1.343 1.681 4.580

(3)
The following is a DFT calculation (ωB97M-V/def2-TZVPD) of C16H20N4O3S in the gas phase.

Results
**Energy**: -1464.6807 hartree
**Charge**: 0
**E_LUMO**: 0.0128 Eh
**2S+1**: 1
**SMILES**: COC(=O)c1ccccc1NC(=O)CSc1n[nH]c(CC(C)C)n1
**Kohn-Sham gap**: 8.826 eV

Positions of all 44 atoms, in Å:
C -1.456 0.258 3.522
O -1.238 0.882 2.264
C -2.104 0.534 1.279
O -3.003 -0.244 1.487
C -1.865 1.179 -0.031
C -2.911 1.021 -0.946
C -2.839 1.532 -2.223
C -1.696 2.216 -2.612
C -0.647 2.382 -1.731
C -0.704 1.872 -0.433
N 0.359 2.026 0.444
C 1.646 2.394 0.164
O 2.039 2.844 -0.884
C 2.554 2.259 1.384
S 4.144 1.478 0.935
C 3.508 0.160 0.012
N 4.243 -0.704 -0.654
N 3.322 -1.496 -1.239
C 2.082 -1.083 -0.912
C 0.824 -1.694 -1.399
C -0.137 -2.003 -0.241
C -1.501 -2.417 -0.780
C 0.443 -3.085 0.665
N 2.175 -0.046 -0.108
H -0.756 0.718 4.216
H -2.484 0.418 3.850
H -1.273 -0.816 3.447
H -3.785 0.479 -0.615
H -3.661 1.401 -2.909
H -1.621 2.623 -3.609
H 0.242 2.906 -2.040
H 0.192 1.625 1.357
H 2.098 1.676 2.183
H 2.824 3.250 1.749
H 3.616 -2.253 -1.836
H 0.341 -0.983 -2.076
H 1.052 -2.605 -1.957
H -0.250 -1.083 0.340
H -2.205 -2.548 0.037
H -1.898 -1.653 -1.445
H -1.427 -3.353 -1.330
H -0.236 -3.291 1.488
H 1.400 -2.771 1.078
H 0.593 -4.009 0.109

(4)
The following is a DFT calculation (ωB97M-V/def2-TZVPD) of C4H2BrNO in the gas phase.

Results
**Energy**: -2857.4916 hartree
**Charge**: 0
**E_LUMO (spin up / spin down)**: 0.0161 / -0.1402 Eh
**2S+1**: 3
**Kohn-Sham gap (spin up / spin down)**: 8.593 / 6.713 eV

Positions of all 9 atoms, in Å:
C 1.306 2.393 -0.113
C 0.676 1.156 -0.043
C 0.776 -1.399 -0.033
C 1.454 -0.103 -0.033
N 1.811 3.419 -0.215
O 1.348 -2.452 -0.106
Br 3.317 -0.108 -0.057
H -0.400 1.099 -0.033
H -0.327 -1.316 0.021

(5)
The following is a DFT calculation (ωB97M-V/def2-TZVPD) of 2 unconnected molecules or ions with the total composition C3H5O3.

Results
**Energy**: -343.0185 hartree
**Charge**: -1
**E_LUMO (spin up / spin down)**: 0.1592 / 0.1593 Eh
**2S+1**: 1
**Kohn-Sham gap (spin up / spin down)**: 6.144 / 6.143 eV

Positions of all 11 atoms, in Å:
C 0.161 -1.184 -1.332
C 0.096 0.076 1.352
C -0.523 0.621 0.100
O 0.007 -2.301 -0.934
O 0.716 -0.520 -2.166
O -0.004 1.711 -0.558
H 1.159 -0.054 1.151
H 0.001 0.736 2.273
H -0.355 -0.873 1.524
H -1.644 0.553 0.004
H 0.385 1.236 -1.415

(6)
The following is a DFT calculation (ωB97M-V/def2-TZVPD) of a molecular structure, C28H33GeHfN6O3.

Results
**Energy**: -3765.4956 hartree
**Charge**: +2
**E_LUMO (spin up / spin down)**: -0.2396 / -0.2968 Eh
**2S+1**: 2
**Kohn-Sham gap (spin up / spin down)**: 6.945 / 6.419 eV

Positions of all 72 atoms, in Å:
Hf 0.086 0.062 0.236
N 0.386 -2.168 -0.629
C -0.354 -2.254 -1.952
C -0.806 -0.833 -2.206
O 0.144 0.046 -1.763
N -1.987 -0.523 -2.506
C -2.376 0.860 -2.151
C -1.899 1.039 -0.719
O -1.098 1.928 -0.330
O -2.008 0.013 0.071
H 1.382 -2.215 -0.836
H 0.190 -2.992 -0.062
H -1.227 -2.889 -1.839
H 0.292 -2.659 -2.728
H -3.458 0.944 -2.226
H -1.907 1.619 -2.777
C 3.161 0.740 0.534
N 1.841 1.474 0.299
C 1.997 2.219 -1.050
N 3.128 3.091 -1.033
C 4.344 2.312 -0.795
N 4.281 1.636 0.507
C 4.119 2.653 1.552
N 2.902 3.439 1.334
C 1.769 2.565 1.374
C 2.979 4.091 0.023
H 3.275 -0.007 -0.259
H 3.104 0.246 1.508
H 1.075 2.774 -1.216
H 2.114 1.467 -1.828
H 5.207 2.976 -0.806
H 4.463 1.570 -1.586
H 4.981 3.317 1.537
H 4.066 2.164 2.527
H 0.844 3.121 1.216
H 1.766 2.065 2.340
H 3.835 4.763 0.007
H 2.072 4.672 -0.149
C -0.903 -6.139 2.018
C -1.698 -5.128 1.491
C -1.374 -3.802 1.730
C -0.248 -3.480 2.503
C 0.550 -4.505 3.018
C 0.216 -5.830 2.778
Ge 0.199 -1.650 2.804
C 1.929 -1.189 3.490
C 3.037 -1.937 3.069
C 4.313 -1.593 3.485
C 4.496 -0.498 4.321
C 3.404 0.243 4.755
C 2.124 -0.096 4.342
C -1.217 -0.365 2.956
C -2.558 -0.719 3.137
C -3.532 0.263 3.148
C -3.198 1.601 2.952
C -1.874 1.970 2.774
C -0.888 0.988 2.770
H -1.160 -7.174 1.836
H -2.572 -5.376 0.903
H -2.000 -3.018 1.314
H 1.418 -4.275 3.625
H 0.825 -6.622 3.191
H 2.904 -2.797 2.421
H 5.164 -2.179 3.165
H 5.493 -0.233 4.649
H 3.548 1.075 5.432
H 1.279 0.469 4.718
H -2.832 -1.751 3.311
H -4.566 -0.009 3.315
H -3.973 2.356 2.962
H -1.610 3.013 2.660
H 0.152 1.284 2.773

(7)
The following is a DFT calculation (ωB97M-V/def2-TZVPD) of a molecular structure, C23H15CoN5O3.

Results
**Energy**: -2767.5222 hartree
**Charge**: -1
**E_LUMO (spin up / spin down)**: 0.1063 / 0.0538 Eh
**2S+1**: 5
**Kohn-Sham gap (spin up / spin down)**: 7.979 / 6.499 eV

Positions of all 47 atoms, in Å:
Co -8.122 -14.235 6.818
O -8.724 -15.977 7.458
C -9.224 -16.332 8.630
C -9.503 -17.739 8.786
C -10.002 -18.261 9.947
C -10.221 -17.450 11.075
C -9.914 -16.093 10.921
C -9.438 -15.535 9.731
C -9.090 -14.079 9.680
N -8.609 -13.458 8.688
N -8.174 -12.174 8.815
C -7.183 -11.996 7.982
O -6.585 -12.963 7.374
C -6.935 -10.384 6.362
C -6.438 -9.394 5.417
C -6.884 -7.985 5.703
C -7.123 -7.567 6.976
C -7.016 -8.336 8.276
C -6.881 -9.625 8.612
H -9.175 -18.413 7.984
H -10.151 -19.352 10.066
H -10.629 -17.831 11.999
H -10.149 -15.488 11.784
H -9.189 -13.537 10.643
H -5.505 -9.425 4.915
H -6.930 -7.391 4.826
H -7.410 -6.524 7.247
H -7.073 -7.727 9.149
H -6.907 -10.066 9.590
O -8.802 -13.111 5.455
N -8.401 -12.667 4.239
C -7.925 -11.461 4.186
C -7.400 -10.570 5.199
N -6.797 -10.673 7.689
C -7.448 -11.037 2.877
N -6.945 -10.531 1.960
C -8.569 -17.807 4.248
C -8.527 -19.009 3.568
C -8.434 -19.092 2.143
C -8.327 -17.902 1.427
C -8.444 -16.670 2.104
C -8.631 -16.670 3.480
H -8.803 -17.797 5.294
H -8.560 -19.970 4.056
H -8.342 -20.029 1.666
H -8.306 -15.713 1.501
H -8.709 -15.726 4.037

(8)
The following is a DFT calculation (ωB97M-V/def2-TZVPD) of C17H21NO5 in the gas phase.

Results
**Energy**: -1091.4057 hartree
**Charge**: 0
**E_LUMO**: -0.0137 Eh
**2S+1**: 1
**SMILES**: CCCCCCOC(=O)c1ccccc1NC(=O)/C=C/C(=O)O
**Kohn-Sham gap**: 8.423 eV

Positions of all 44 atoms, in Å:
C -2.304 -1.391 -2.902
C -2.275 -0.502 -1.664
C -3.301 -0.907 -0.604
C -3.096 -2.300 -0.003
C -1.764 -2.509 0.718
C -1.588 -1.647 1.968
O -1.428 -0.260 1.673
C -0.241 0.134 1.219
O 0.705 -0.633 1.118
C -0.207 1.566 0.867
C -1.350 2.345 1.064
C -1.365 3.683 0.737
C -0.226 4.271 0.202
C 0.917 3.527 -0.002
C 0.951 2.169 0.324
N 2.080 1.394 0.131
C 3.310 1.756 -0.334
O 3.624 2.872 -0.695
C 4.291 0.638 -0.372
C 4.233 -0.511 0.303
C 5.328 -1.497 0.190
O 6.305 -1.390 -0.504
O 5.109 -2.564 0.972
H -1.989 -2.404 -2.666
H -1.632 -0.998 -3.662
H -3.308 -1.429 -3.318
H -1.270 -0.508 -1.237
H -2.486 0.528 -1.961
H -4.295 -0.879 -1.057
H -3.285 -0.167 0.197
H -3.908 -2.488 0.705
H -3.176 -3.048 -0.793
H -1.699 -3.551 1.037
H -0.931 -2.320 0.041
H -2.475 -1.696 2.604
H -0.710 -1.989 2.527
H -2.227 1.879 1.484
H -2.257 4.269 0.897
H -0.230 5.319 -0.057
H 1.801 3.983 -0.415
H 1.940 0.419 0.400
H 5.164 0.842 -0.979
H 3.429 -0.803 0.962
H 5.835 -3.201 0.886

(9)
The following is a DFT calculation (ωB97M-V/def2-TZVPD) of C6H14N5O2P in the gas phase.

Results
**Energy**: -1002.6674 hartree
**Charge**: 0
**E_LUMO**: 0.0222 Eh
**2S+1**: 1
**SMILES**: CCO[P@@](=O)(N(C)C)n1ncnc1N
**Kohn-Sham gap**: 9.691 eV

Positions of all 28 atoms, in Å:
C -2.124 -2.786 -0.178
C -0.855 -2.381 0.461
O -0.841 -0.985 0.573
P -0.180 -0.097 -0.578
O -0.373 -0.710 -1.949
N -0.683 1.435 -0.233
C -1.764 1.747 0.675
C -0.434 2.510 -1.195
N 1.504 -0.132 -0.237
N 2.115 -1.309 -0.682
C 3.294 -1.232 -0.156
N 3.556 -0.087 0.595
C 2.424 0.557 0.530
N 2.080 1.652 1.334
H -3.159 -2.401 0.038
H -2.114 -2.555 -1.238
H -2.117 -3.944 -0.095
H -0.103 -2.677 -0.219
H -0.704 -2.642 1.531
H -2.047 0.950 1.361
H -1.673 2.689 1.337
H -2.685 1.698 -0.011
H 0.207 2.269 -1.929
H -1.409 2.836 -1.596
H -0.025 3.440 -0.677
H 4.102 -2.058 -0.358
H 2.780 2.111 1.724
H 1.226 2.104 1.172

(10)
The following is a DFT calculation (ωB97M-V/def2-TZVPD) of 2 unconnected molecules or ions with the total composition C3H4NO2.

Results
**Energy**: -322.0127 hartree
**Charge**: -1
**E_LUMO**: 0.1610 Eh
**2S+1**: 1
**Kohn-Sham gap**: 8.925 eV

Positions of all 10 atoms, in Å:
N 3.754 -2.234 -0.488
C 2.784 -1.633 -0.241
H 1.889 -1.079 -0.013
O 0.376 -0.051 0.653
O -0.602 -0.158 -1.398
C -0.532 0.192 -0.188
C -1.705 1.071 0.326
H -1.454 2.131 0.151
H -2.641 0.839 -0.209
H -1.871 0.922 1.406

(11)
The following is a DFT calculation (ωB97M-V/def2-TZVPD) of C8H12N2O2S in the gas phase.

Results
**Energy**: -970.0866 hartree
**Charge**: 0
**E_LUMO**: 0.0182 Eh
**2S+1**: 1
**Kohn-Sham gap**: 9.100 eV

Positions of all 25 atoms, in Å:
C -3.650 -0.209 0.055
C -3.036 0.140 -1.082
C -3.217 0.022 1.367
C -1.791 0.747 -1.052
C -1.927 0.597 1.400
C -1.194 0.945 0.199
C 2.066 -0.416 1.546
C 2.038 -0.629 -0.906
N 1.385 1.831 -1.603
N 1.967 0.204 0.227
O 3.340 -0.775 1.866
O -0.091 1.646 0.551
S 1.439 1.793 -0.051
H -4.567 -0.703 -0.066
H -3.512 0.054 -2.018
H -3.758 -0.128 2.238
H -1.475 1.087 -1.966
H -1.539 0.887 2.376
H 3.969 -0.026 2.174
H 1.573 0.410 2.173
H 1.444 -1.313 1.534
H 1.308 -1.503 -0.926
H 1.725 -0.002 -1.683
H 3.100 -0.881 -1.168
H 1.593 2.881 -1.835

(12)
The following is a DFT calculation (ωB97M-V/def2-TZVPD) of a molecular structure, C20H41BIrN11O2.

Results
**Energy**: -1667.7519 hartree
**Charge**: +3
**E_LUMO (spin up / spin down)**: -0.2766 / -0.3865 Eh
**2S+1**: 6
**Kohn-Sham gap (spin up / spin down)**: 7.722 / 6.225 eV

Positions of all 76 atoms, in Å:
Ir -0.384 -0.602 -0.205
C 4.300 -1.430 -1.393
N 3.951 -0.031 -1.150
C 5.054 0.923 -0.980
C 2.673 0.331 -1.011
N 1.666 -0.508 -1.042
N 2.458 1.685 -0.841
C 1.280 2.313 -0.523
N 1.384 3.646 -0.376
N 0.172 1.655 -0.380
H 5.304 -1.475 -1.802
H 3.634 -1.884 -2.127
H 4.284 -2.007 -0.465
H 5.989 0.374 -0.947
H 4.972 1.464 -0.036
H 5.116 1.621 -1.819
H 1.970 -1.455 -1.211
H 3.270 2.274 -0.914
H 2.240 4.151 -0.536
H 0.585 4.198 -0.117
H -0.579 2.250 -0.052
N -3.452 -3.723 -0.672
C -4.430 -2.775 -0.510
C -3.780 -1.589 -0.395
N -2.416 -1.799 -0.496
C -2.259 -3.105 -0.652
C -0.933 -3.678 -0.681
N 0.121 -2.898 -0.540
C 1.212 -3.728 -0.483
C 0.803 -5.020 -0.609
N -0.560 -4.971 -0.733
H -3.628 -4.711 -0.781
H -5.480 -3.011 -0.477
H -4.224 -0.625 -0.214
H 2.218 -3.374 -0.335
H 1.358 -5.942 -0.607
H -1.155 -5.777 -0.848
C -1.019 0.787 -3.963
C -2.117 1.827 -3.718
C -1.731 3.184 -4.298
C -3.456 1.358 -4.314
N -2.283 2.024 -2.262
N -2.516 1.005 -1.449
H -1.020 0.514 -5.016
H -1.172 -0.121 -3.374
H -0.042 1.197 -3.704
H -1.548 3.083 -5.366
H -0.823 3.569 -3.831
H -2.536 3.911 -4.168
H -3.371 1.372 -5.399
H -4.269 2.029 -4.034
H -3.708 0.338 -4.014
H -2.511 2.954 -1.924
H -2.943 0.217 -1.936
H -3.019 1.268 -0.605
C 1.942 -0.500 4.670
C 0.518 -0.404 4.160
C -0.400 -1.182 5.094
O 0.447 -1.051 2.844
B -0.265 -0.262 2.021
O -0.644 0.926 2.553
C 0.001 1.057 3.866
C 1.145 2.050 3.672
C -0.986 1.617 4.866
H 2.187 -1.543 4.865
H 2.050 0.051 5.604
H 2.656 -0.121 3.940
H -0.066 -2.217 5.139
H -1.431 -1.164 4.739
H -0.358 -0.763 6.098
H 1.819 1.707 2.884
H 1.704 2.187 4.595
H 0.727 3.015 3.379
H -1.888 1.011 4.931
H -1.280 2.623 4.567
H -0.525 1.681 5.852

Among the records above, which one has the highest energy?
CH8NO